(1)
ORCA calculation (wB97M-V/def2-TZVPD) on one molecule with the formula C2H6N4O at a distorted geometry.

Computed properties:
frontier orbital gap: 10.07 eV
energy relative to the best compared isomer or geometry (same formula, charge and spin): 194.25 kJ/mol
SMILES: [H]/N=C(/N)O/C=N\N
E_LUMO: 0.7604 eV

Last column: Löwdin charge in e.
Element x y z (Å)
C1 0.9072 0.6465 -0.5912  -0.21
C2 -1.3548 0.0599 0.0788  -0.58
H1 1.7096 -1.4267 0.2732  0.08
H2 3.2699 -0.9626 0.4988  0.08
H3 0.5860 1.5580 -1.1006  0.13
H4 -3.0023 -0.9380 0.3769  0.10
H5 -1.7202 -1.8620 -0.2162  0.11
H6 -0.9140 1.7552 0.7003  0.04
N1 2.3094 -0.6594 0.5806  0.01
N2 2.0941 0.4690 -0.1881  -0.02
N3 -2.2055 -0.9578 -0.2369  0.14
N4 -1.7148 1.1636 0.5559  0.15
O1 -0.0782 -0.3088 -0.3048  -0.03

---

(2)
ORCA calculation (wB97M-V/def2-TZVPD) on one molecule with the formula C2H3NO3 at a distorted geometry.

Computed properties:
frontier orbital gap: 10.70 eV
energy relative to the best compared isomer or geometry (same formula, charge and spin): 308.95 kJ/mol
SMILES: O=CN(O)C=O
E_LUMO: 0.4281 eV

Last column: Löwdin charge in e.
Element x y z (Å)
C1 -0.7640 0.9650 0.5383  -0.18
C2 0.2963 -0.5352 -1.1714  -0.28
H1 0.7253 -1.3227 1.4110  0.09
H2 -0.4711 1.4873 1.5047  0.16
H3 1.2052 -1.0758 -1.2610  0.13
N1 0.0830 -0.1482 0.1134  -0.09
O1 1.0151 -0.5096 1.0712  0.04
O2 -1.7873 1.2998 -0.0510  0.07
O3 -0.3025 -0.1604 -2.1550  0.08

---

(3)
ORCA calculation (wB97M-V/def2-TZVPD) on a 3-piece molecular cluster, C34H45B2Br2F20N2O8P2 overall at a distorted geometry.

Computed properties:
charge: +1
frontier orbital gap: 6.75 eV
E_LUMO: -3.2395 eV

Last column: Löwdin charge in e.
Element x y z (Å)
C1 3.6306 -2.1723 1.5862  0.12
C2 3.6532 -1.0173 1.2340  -0.08
C3 3.4322 0.4921 0.8553  -0.08
C4 1.8703 0.8475 0.6466  -0.12
N1 1.6684 1.8565 -0.4756  -0.01
C5 1.0436 1.3065 -1.7043  -0.15
C6 -0.1891 0.4137 -1.9494  -0.21
C7 -0.8345 -0.6327 -0.9747  -0.19
C8 -2.4115 -0.7143 -1.2609  -0.15
C9 -3.2473 -1.2967 -0.0336  -0.24
O1 -4.5209 -0.6231 -0.0478  -0.22
C10 -5.0153 -0.3116 1.2653  -0.13
C11 1.3748 3.2612 0.0425  -0.21
B1 2.6616 3.7741 0.9787  -0.54
N2 2.6008 4.6157 2.1725  0.15
O2 4.0254 3.5006 0.5389  0.07
C12 1.8339 4.3882 -0.9696  -0.15
C13 2.4714 4.1694 -2.3120  -0.04
C14 2.9732 5.2090 -3.2150  -0.04
C15 2.9173 6.6381 -2.8333  -0.03
C16 2.3795 6.9277 -1.4871  -0.04
C17 1.8869 5.8504 -0.6066  -0.06
C18 -0.0301 3.3563 0.7972  -0.54
P1 -0.5072 5.0710 1.5341  0.95
C19 -1.1677 6.2830 0.2668  -0.30
O3 -1.9200 4.9560 2.5076  -0.30
P2 -1.5446 3.0248 -0.3811  0.54
O4 -2.9528 3.8176 0.0705  -0.40
Br1 -1.2491 4.0245 -2.4375  0.38
C20 -0.1122 2.1775 1.9515  -0.42
Br2 -1.9643 1.3452 1.7865  0.95
B2 -0.1321 2.6790 3.5228  -0.54
C21 -1.1944 2.0451 4.5960  -0.07
O5 0.6325 3.7019 4.1277  0.06
C22 1.0087 1.0648 1.9460  -0.24
F1 1.9744 1.4576 2.9799  -0.01
C23 0.5984 -0.3609 2.5447  -0.07
O6 1.5776 -0.8348 3.5315  0.01
C24 1.0531 -1.8463 4.2934  -0.57
F2 0.1534 -1.4164 5.2650  0.13
F3 0.5542 -2.8881 3.5371  0.13
F4 2.1183 -2.3807 5.0188  0.11
H1 3.5942 -3.2680 1.7790  0.06
H2 4.0029 0.5715 -0.1296  0.14
H3 3.9612 1.1977 1.5469  0.12
H4 1.5289 -0.1350 0.1858  0.15
H5 2.6619 2.0207 -0.7658  0.15
H6 0.8676 2.1689 -2.4262  0.08
H7 1.9007 0.7609 -2.2401  0.16
H8 -1.0591 1.0532 -2.3119  0.04
H9 -0.0009 -0.1888 -2.9033  0.14
H10 -0.6161 -0.5241 0.1150  0.04
H11 -0.4567 -1.6707 -1.2593  0.13
H12 -2.8726 0.2784 -1.5122  0.10
H13 -2.5372 -1.4680 -2.0983  0.11
H14 -2.7072 -1.2748 0.9527  0.08
H15 -3.4696 -2.3932 -0.2545  0.13
H16 -6.0869 -0.6803 1.3198  0.10
H17 -4.4100 -0.7235 2.1176  0.08
H18 -5.0900 0.8215 1.3733  0.08
H19 2.9186 4.1079 3.0087  0.09
H20 3.1420 5.4856 2.0728  0.10
H21 4.3496 4.2523 0.0023  0.12
H22 2.6232 3.1189 -2.7037  0.10
H23 3.4190 4.9462 -4.2181  0.12
H24 3.2551 7.4973 -3.4733  0.11
H25 2.3616 8.0088 -1.1623  0.12
H26 1.5445 6.2302 0.4035  0.08
H27 -0.9357 7.3143 0.6910  0.06
H28 -2.3000 6.2756 0.1567  0.06
H29 -0.7403 6.2575 -0.7622  -0.01
H30 -1.7247 5.3389 3.3862  0.07
H31 -3.6661 3.1497 -0.0442  0.06
H32 -0.9088 2.3167 5.6634  0.09
H33 -2.2237 2.5102 4.4531  0.08
H34 -1.2474 0.9234 4.5708  0.04
H35 1.4681 3.3781 4.5073  0.11
H36 -0.3710 -0.4007 3.0987  0.10
H37 0.5807 -1.1838 1.7682  0.14
C25 -4.8371 -1.1579 -6.1122  -0.04
C26 -3.7063 -0.8541 -5.1098  -0.43
C27 -2.8793 0.3993 -5.3924  -0.28
F5 -2.2372 0.3386 -6.5733  0.10
F6 -1.9162 0.5529 -4.4403  0.06
F7 -2.9125 -1.9457 -4.9962  0.12
F8 -4.2951 -0.6901 -3.8887  0.10
O7 -4.5551 -2.1133 -7.1336  0.04
C28 -3.9114 -1.6513 -8.2913  -0.51
C29 -2.5249 -2.2735 -8.4768  -0.28
F9 -1.7199 -2.0106 -7.4231  0.09
F10 -1.9170 -1.7664 -9.5744  0.10
F11 -3.8843 -0.3039 -8.2926  0.14
F12 -4.6998 -2.0114 -9.3268  0.15
H38 -5.6364 -1.6223 -5.5305  0.15
H39 -5.2846 -0.2485 -6.5191  0.15
H40 -3.5055 1.2956 -5.3813  0.18
H41 -2.5978 -3.3584 -8.5860  0.18
C30 3.4830 -7.0582 4.3142  -0.05
C31 3.3280 -6.8287 2.7974  -0.43
C32 2.0346 -6.1494 2.3511  -0.31
F13 0.9414 -6.8657 2.6708  0.10
F14 2.0149 -6.0052 0.9997  0.09
F15 3.5060 -8.0047 2.1564  0.14
F16 4.3670 -6.0269 2.4097  0.09
O8 3.1538 -8.3553 4.8086  0.04
C33 1.8064 -8.6134 5.1012  -0.51
C34 1.2138 -9.7084 4.2102  -0.28
F17 1.2969 -9.3803 2.9028  0.10
F18 -0.0981 -9.8925 4.4893  0.10
F19 1.1012 -7.4654 5.0582  0.13
F20 1.7752 -9.0244 6.3877  0.15
H42 4.5503 -6.9594 4.5244  0.15
H43 3.0115 -6.2678 4.9026  0.14
H44 1.9386 -5.1516 2.7908  0.15
H45 1.7398 -10.6550 4.3570  0.18

---

(4)
ORCA calculation (wB97M-V/def2-TZVPD) on a 3-piece molecular cluster, C16H26F16NO6PSi overall at a distorted geometry.

Computed properties:
frontier orbital gap: 10.07 eV
SMILES: CCO[Si@@H](CCCCN)P(=O)(O)O.FC(F)C(F)(F)COC(F)(F)C(F)F.FC(F)C(F)(F)COC(F)(F)C(F)F
E_LUMO: 0.3058 eV

Last column: Löwdin charge in e.
Element x y z (Å)
C1 2.0954 4.4469 2.0778  -0.07
C2 0.9304 4.0466 1.0806  -0.32
O1 0.0942 3.1285 1.7859  -0.30
Si1 -1.0027 2.3073 0.7671  0.60
C3 -0.2534 1.6059 -0.8306  -0.29
C4 1.1757 0.9652 -0.6912  -0.23
C5 1.3368 -0.0464 0.5022  -0.19
C6 2.2803 0.4860 1.6421  -0.27
N1 3.6953 0.5942 1.1581  -0.02
P1 -2.0071 0.7192 1.9939  0.48
O2 -3.2103 1.3389 2.6567  -0.36
O3 -1.0113 0.0702 3.1814  -0.19
O4 -2.5526 -0.5400 1.0102  -0.19
H1 1.8275 4.0242 3.0784  0.08
H2 3.0601 3.9681 1.8012  0.06
H3 2.1704 5.5447 2.2223  0.07
H4 0.3869 4.9607 0.7315  0.12
H5 1.4286 3.6188 0.1819  0.09
H6 -2.0942 3.2307 0.3884  0.01
H7 -0.9592 0.8730 -1.2834  0.07
H8 -0.1773 2.4497 -1.5569  0.06
H9 1.3540 0.3815 -1.6296  0.11
H10 2.0083 1.6975 -0.6313  0.09
H11 0.3778 -0.4441 0.9020  0.07
H12 1.8789 -0.9374 0.0916  0.11
H13 2.2436 -0.1800 2.5384  0.11
H14 1.9848 1.4993 1.9990  0.09
H15 4.2011 0.9076 1.9905  0.06
H16 3.7521 1.3997 0.5320  0.05
H17 -0.7603 -0.8448 2.9953  0.02
H18 -2.1202 -1.3461 1.3167  0.01
C7 1.1176 -4.0639 3.9072  -0.02
C8 1.1774 -5.0245 5.1213  -0.44
C9 1.0156 -6.5244 4.8539  -0.31
F1 -0.1810 -6.8386 4.3352  0.10
F2 1.1178 -7.2092 6.0180  0.10
F3 0.2888 -4.6085 6.0479  0.14
F4 2.4105 -4.8592 5.6738  0.11
O5 -0.1164 -3.3707 3.6451  0.02
C10 -1.1163 -3.9632 2.8628  -0.51
C11 -2.4191 -4.1726 3.6410  -0.29
F5 -2.2349 -4.9748 4.7011  0.11
F6 -3.3425 -4.7585 2.8493  0.11
F7 -0.6597 -5.0785 2.2887  0.17
F8 -1.3501 -3.0936 1.8474  0.12
H19 1.8102 -3.2564 4.1505  0.15
H20 1.5237 -4.5163 3.0022  0.14
H21 1.7965 -6.8891 4.1807  0.17
H22 -2.8141 -3.2187 3.9992  0.18
C12 -1.5960 0.7481 -6.3022  -0.03
C13 -0.9720 1.5802 -7.4507  -0.44
C14 0.5024 1.9773 -7.3253  -0.31
F9 0.7451 2.7713 -6.2711  0.10
F10 0.8832 2.6755 -8.4226  0.09
F11 -1.7402 2.6693 -7.6658  0.13
F12 -1.0734 0.8142 -8.5725  0.11
O6 -2.3856 1.4312 -5.3152  0.04
C15 -1.7785 2.0023 -4.1894  -0.53
C16 -1.9772 3.5198 -4.1315  -0.28
F13 -1.4518 4.1294 -5.2073  0.11
F14 -1.3592 4.0320 -3.0409  0.09
F15 -0.4912 1.6343 -4.1163  0.14
F16 -2.3832 1.4480 -3.1184  0.14
H23 -2.3193 0.0917 -6.7888  0.15
H24 -0.8732 0.0740 -5.8416  0.14
H25 1.1416 1.0929 -7.2525  0.17
H26 -3.0391 3.7686 -4.0840  0.18